# 1
ORCA calculation (ωB97M-V/def2-TZVPD) on a structure of composition C24H30Br4N2O2Se2Si2TaTe in a non-equilibrium geometry.

Geometry (Å):
Ta (0.96215, -0.54924, 0.85654)
Se (1.11141, -2.27477, 2.95045)
Se (3.34370, -2.57617, 3.48363)
C (4.17357, -0.94039, 2.87976)
C (5.50540, -0.75235, 3.23083)
C (6.08890, 0.46978, 2.94552)
C (5.31691, 1.45360, 2.33924)
C (4.01460, 1.15041, 1.99273)
N (3.44242, -0.03729, 2.23448)
C (1.14794, -3.45386, 1.38194)
C (1.04893, -4.83201, 1.42468)
C (1.16786, -5.52757, 0.22461)
C (1.38266, -4.81709, -0.95218)
C (1.44752, -3.43553, -0.90364)
N (1.32681, -2.75083, 0.24646)
H (6.06098, -1.53892, 3.72019)
H (7.11848, 0.65869, 3.20736)
H (5.71836, 2.43562, 2.14007)
H (3.38585, 1.89225, 1.51840)
H (0.87669, -5.34271, 2.36221)
H (1.09139, -6.60555, 0.21499)
H (1.48559, -5.32557, -1.89738)
H (1.60815, -2.84994, -1.80240)
Br (3.15398, 5.74837, -0.98885)
C (2.20783, 4.32799, -0.20494)
C (1.35436, 4.56197, 0.89059)
Br (1.15062, 6.30123, 1.58031)
C (0.64485, 3.50343, 1.48031)
Br (-0.58018, 3.77095, 2.88297)
C (0.85438, 2.20928, 1.01424)
O (0.33650, 1.08339, 1.49011)
C (1.71138, 1.97237, -0.08840)
O (1.79925, 0.67987, -0.38414)
C (2.36266, 3.02962, -0.71870)
Br (3.45185, 2.64129, -2.20590)
C (-4.32389, -3.28585, 0.01349)
Si (-3.26034, -1.78192, 0.46077)
C (-2.05630, -2.20291, 1.89448)
C (-4.10920, -0.18032, 1.02855)
C (-2.13517, -1.58150, -1.15053)
Te (-0.63155, -0.08046, -1.35124)
C (-1.89393, 1.57611, -1.05886)
Si (-2.13037, 2.26090, -2.91198)
C (-0.34049, 2.80210, -3.30073)
C (-2.61538, 0.75826, -3.97168)
C (-3.51139, 3.55067, -2.75887)
H (-4.88693, -3.62966, 0.87694)
H (-3.74334, -4.13439, -0.34588)
H (-5.05407, -3.05072, -0.75766)
H (-2.61510, -2.68090, 2.69394)
H (-1.62453, -1.29261, 2.32872)
H (-1.28012, -2.91006, 1.59415)
H (-4.80232, -0.43166, 1.82945)
H (-4.70175, 0.31258, 0.26356)
H (-3.40899, 0.54003, 1.45074)
H (-2.80719, -1.41349, -1.99228)
H (-1.62463, -2.52742, -1.35837)
H (-1.41182, 2.33321, -0.44450)
H (-2.82423, 1.24509, -0.60687)
H (0.35972, 1.98461, -3.09413)
H (-0.03170, 3.66745, -2.72111)
H (-0.21562, 3.06826, -4.34520)
H (-1.89068, -0.05052, -3.86544)
H (-2.65698, 1.01819, -5.02397)
H (-3.59626, 0.37774, -3.70834)
H (-3.33666, 4.29599, -1.98844)
H (-4.46293, 3.07465, -2.53383)
H (-3.64963, 4.08821, -3.69097)

Atomic forces in eV per Å
Ta 1.4 0.9 -0.9
Se -0.3 -0.6 0.2
Se 0.6 0.0 0.2
C -0.1 0.0 -0.1
C -0.3 -0.2 0.0
C -0.2 0.1 -0.1
C -0.1 -0.1 0.0
C 0.1 0.3 -0.1
N -0.8 -0.4 -0.4
C 0.0 0.0 0.1
C -0.1 0.4 0.2
C 0.0 0.2 -0.1
C 0.0 0.2 0.2
C 0.0 -0.1 -0.5
N -0.1 0.5 0.3
H 0.1 0.0 0.1
H 0.1 0.0 0.0
H 0.0 0.0 0.0
H 0.2 0.0 0.0
H 0.0 0.0 0.0
H 0.0 -0.1 0.0
H 0.0 0.0 -0.1
H 0.0 0.0 0.0
Br -0.2 -0.3 0.1
C 0.0 0.1 0.0
C 0.0 0.2 0.0
Br 0.0 -0.4 -0.2
C -0.3 -0.2 0.3
Br 0.2 -0.2 -0.2
C 1.0 2.4 -1.2
O -0.4 -1.7 1.2
C -0.3 2.5 0.8
O 0.8 -2.3 1.0
C 0.1 -0.6 -0.2
Br -0.2 0.0 0.3
C 0.2 0.6 0.3
Si 0.5 -0.1 -0.2
C -0.2 0.1 -0.8
C 0.1 -0.7 -0.3
C -0.5 0.0 0.5
Te -1.5 -1.6 -0.3
C -0.1 0.5 -0.9
Si -0.1 0.1 0.4
C -0.8 -0.1 0.0
C 0.2 0.6 0.5
C 0.6 -0.4 -0.1
H -0.1 0.0 0.2
H 0.2 0.1 0.0
H -0.1 0.1 -0.1
H 0.0 0.0 0.3
H 0.1 0.2 0.0
H -0.1 -0.1 -0.1
H -0.1 -0.1 0.1
H -0.1 0.0 -0.2
H 0.1 0.0 0.0
H 0.0 0.1 -0.2
H 0.0 0.0 0.1
H 0.1 0.0 0.0
H 0.1 -0.2 0.1
H 0.0 0.1 -0.1
H 0.0 0.1 0.2
H 0.0 0.0 -0.2
H 0.0 -0.1 -0.2
H 0.1 0.1 -0.2
H -0.2 -0.1 0.1
H 0.2 0.1 0.1
H -0.1 -0.2 0.0
H 0.0 0.1 -0.3

Properties
maximum force = 2.88 eV/A
E_HOMO = -16.263 eV
E_tot = -17194.55812 Ha
total charge = +3
ΔE to the lowest compared entry with this formula, charge and spin = 289.9 kJ/mol

Let us look at the Mulliken charges, expressed in e, one per atom: atom 1 (Ta): 1.58, atom 2 (Se): 0.10, atom 3 (Se): 0.10, atom 4 (C): 0.51, atom 5 (C): -0.66, atom 6 (C): -0.45, atom 7 (C): -0.91, atom 8 (C): -0.39, atom 9 (N): 0.10, atom 10 (C): 0.24, atom 11 (C): -0.90, atom 12 (C): -0.30, atom 13 (C): -0.87, atom 14 (C): -0.14, atom 15 (N): -0.08, atom 16 (H): 0.38, atom 17 (H): 0.46, atom 18 (H): 0.50, atom 19 (H): 0.67, atom 20 (H): 0.56, atom 21 (H): 0.51, atom 22 (H): 0.49, atom 23 (H): 0.52, atom 24 (Br): 0.00, atom 25 (C): 0.14, atom 26 (C): 0.13, atom 27 (Br): -0.06, atom 28 (C): -0.34, atom 29 (Br): -0.01, atom 30 (C): 0.97, atom 31 (O): -0.56, atom 32 (C): 0.82, atom 33 (O): -1.19, atom 34 (C): -0.11, atom 35 (Br): 0.00, atom 36 (C): -1.11, atom 37 (Si): 0.23, atom 38 (C): -0.66, atom 39 (C): -1.14, atom 40 (C): -0.83, atom 41 (Te): 0.10, atom 42 (C): -0.05, atom 43 (Si): 0.06, atom 44 (C): -0.78, atom 45 (C): -1.07, atom 46 (C): -1.09, atom 47 (H): 0.39, atom 48 (H): 0.37, atom 49 (H): 0.36, atom 50 (H): 0.50, atom 51 (H): 0.22, atom 52 (H): 0.08, atom 53 (H): 0.41, atom 54 (H): 0.41, atom 55 (H): 0.33, atom 56 (H): 0.45, atom 57 (H): 0.50, atom 58 (H): 0.27, atom 59 (H): 0.01, atom 60 (H): 0.15, atom 61 (H): 0.28, atom 62 (H): 0.51, atom 63 (H): 0.35, atom 64 (H): 0.45, atom 65 (H): 0.37, atom 66 (H): 0.38, atom 67 (H): 0.36, atom 68 (H): 0.39

# 2
ORCA calculation (ωB97M-V/def2-TZVPD) on a structure of composition C24H30BrFN4O9SSn in a non-equilibrium geometry.

Geometry (Å):
Sn (-1.28800, -0.11575, 1.16504)
C (6.64572, 1.32418, 0.44114)
C (6.01396, 0.08809, 1.10768)
C (6.59173, -1.19230, 0.48417)
C (6.36376, 0.09624, 2.59659)
C (4.51618, 0.16334, 0.86361)
C (3.60120, 0.36571, 1.89253)
C (2.28400, 0.60810, 1.58893)
Br (0.99534, 0.81527, 2.91911)
C (1.79141, 0.62507, 0.23530)
O (0.57092, 0.87970, 0.00475)
C (2.73216, 0.30874, -0.82743)
C (4.03378, 0.10050, -0.47100)
C (2.24761, 0.18059, -2.27173)
C (1.51418, 1.45866, -2.71976)
C (3.40932, -0.05143, -3.23871)
C (1.29119, -1.02361, -2.34861)
H (7.71957, 1.33985, 0.63530)
H (6.20671, 2.24046, 0.84008)
H (6.49337, 1.31690, -0.63897)
H (7.66410, -1.23817, 0.67987)
H (6.45033, -1.22908, -0.59615)
H (6.12531, -2.07584, 0.92348)
H (7.44719, 0.05537, 2.71004)
H (5.94022, -0.77215, 3.10545)
H (6.00990, 1.00226, 3.09134)
H (3.90975, 0.37230, 2.92757)
H (4.74677, -0.13839, -1.24591)
H (2.17096, 2.32808, -2.64560)
H (0.63075, 1.64082, -2.11373)
H (1.20305, 1.34483, -3.76075)
H (4.12903, 0.76892, -3.19488)
H (3.02054, -0.10223, -4.25621)
H (3.92417, -0.99185, -3.03252)
H (0.43317, -0.89741, -1.68904)
H (1.80673, -1.94462, -2.07131)
H (0.91770, -1.13101, -3.36935)
O (-3.39705, 0.20472, 4.65021)
S (-2.29752, 0.11341, 3.74703)
O (-0.99637, 0.16855, 4.38685)
O (-2.34253, 1.16539, 2.61006)
O (-2.36581, -1.14585, 2.86546)
C (-2.59328, 2.72927, -3.48668)
N (-2.66073, 2.36139, -2.08062)
C (-3.14708, 3.14163, -1.04983)
C (-2.96370, 2.43454, 0.09196)
N (-2.37412, 1.23142, -0.24077)
C (-2.20063, 1.22673, -1.54911)
H (-3.27846, 3.55078, -3.67279)
H (-2.87610, 1.88144, -4.10572)
H (-1.58347, 3.04073, -3.74987)
H (-3.58359, 4.10913, -1.22317)
H (-3.19630, 2.67450, 1.11417)
H (-1.77754, 0.41297, -2.11532)
F (-7.15696, 0.48774, 2.21170)
C (-6.89384, -0.75411, 1.78582)
C (-5.64041, -1.17496, 1.62482)
N (-5.34093, -2.43859, 1.16409)
C (-3.96293, -2.77061, 0.84743)
C (-3.47463, -1.91676, -0.33938)
O (-4.24159, -1.71808, -1.25615)
O (-2.23472, -1.47632, -0.29775)
C (-6.33313, -3.34406, 0.85045)
O (-6.11341, -4.46859, 0.45260)
N (-7.61711, -2.86884, 1.04885)
C (-8.02905, -1.61442, 1.49454)
O (-9.20010, -1.33390, 1.60835)
H (-4.80180, -0.53481, 1.86627)
H (-3.91743, -3.80868, 0.53117)
H (-3.31881, -2.57224, 1.69493)
H (-8.35256, -3.51374, 0.80009)

Atomic forces in eV per Å
Sn -1.8 -0.3 -0.5
C 0.0 -0.1 0.0
C 0.0 0.0 0.0
C 0.0 0.0 0.0
C -0.1 0.0 -0.1
C -0.2 0.0 0.0
C 0.3 0.0 0.0
C -0.4 0.3 -0.3
Br 0.3 -0.2 -0.2
C 0.7 -0.2 0.1
O -0.9 -0.2 0.2
C -0.3 -0.1 0.1
C 0.1 0.0 0.1
C -0.2 0.0 0.1
C 0.0 -0.1 0.0
C 0.0 0.0 0.1
C 0.0 0.1 0.0
H 0.0 0.0 0.0
H 0.0 0.0 0.0
H 0.0 0.0 0.0
H 0.0 0.0 0.0
H 0.0 0.0 0.0
H 0.0 0.0 0.0
H 0.0 0.0 0.0
H 0.0 0.0 0.0
H 0.0 0.0 0.0
H 0.0 0.0 0.0
H 0.0 0.1 0.0
H 0.0 0.0 0.0
H 0.0 0.0 0.0
H 0.1 0.0 0.0
H 0.0 0.0 0.0
H 0.0 0.0 0.0
H 0.0 0.0 0.0
H 0.0 0.0 0.0
H 0.0 0.0 0.0
H 0.0 0.0 0.0
O -0.4 0.1 -0.5
S 0.0 -0.1 1.0
O -0.1 0.1 0.1
O 0.6 -0.1 -0.5
O 0.7 0.1 -0.8
C 0.1 0.0 -0.1
N 0.0 0.0 0.1
C 0.0 0.0 -0.1
C 0.1 0.0 0.0
N 0.4 0.3 0.6
C -0.1 -0.2 -0.1
H 0.0 0.0 0.0
H -0.1 0.0 0.0
H 0.0 0.0 0.0
H 0.0 0.0 0.0
H 0.0 0.0 0.0
H 0.0 0.0 0.0
F 0.0 -0.1 0.0
C -0.1 0.2 0.0
C 0.1 0.0 -0.1
N 0.0 -0.1 0.1
C 0.4 0.6 -0.3
C -0.7 -0.2 0.2
O 0.5 0.3 -0.1
O 0.9 0.4 0.7
C 0.1 -0.1 0.0
O -0.1 0.1 0.0
N 0.0 0.0 0.0
C -0.1 -0.1 -0.1
O 0.1 0.0 0.0
H 0.0 0.0 0.0
H 0.0 -0.1 0.2
H -0.1 -0.3 0.2
H 0.0 0.0 0.0

Properties
maximum force = 1.89 eV/A
E_HOMO (alpha / beta) = -8.440 / -8.441 eV
E_tot = -5115.15076 Ha
total charge = 0

Let us look at the Mulliken charges, expressed in e, one per atom: atom 1 (Sn): 1.46, atom 2 (C): -1.57, atom 3 (C): 2.02, atom 4 (C): -1.63, atom 5 (C): -2.12, atom 6 (C): -0.17, atom 7 (C): -0.35, atom 8 (C): -0.18, atom 9 (Br): -0.02, atom 10 (C): 0.57, atom 11 (O): -0.84, atom 12 (C): -0.21, atom 13 (C): -0.37, atom 14 (C): 2.43, atom 15 (C): -1.60, atom 16 (C): -2.33, atom 17 (C): -1.56, atom 18 (H): 0.45, atom 19 (H): 0.36, atom 20 (H): 0.35, atom 21 (H): 0.47, atom 22 (H): 0.32, atom 23 (H): 0.37, atom 24 (H): 0.43, atom 25 (H): 0.42, atom 26 (H): 0.42, atom 27 (H): 0.58, atom 28 (H): 0.41, atom 29 (H): 0.36, atom 30 (H): 0.18, atom 31 (H): 0.50, atom 32 (H): 0.44, atom 33 (H): 0.43, atom 34 (H): 0.39, atom 35 (H): 0.23, atom 36 (H): 0.35, atom 37 (H): 0.41, atom 38 (O): -0.66, atom 39 (S): 1.25, atom 40 (O): -0.70, atom 41 (O): -0.55, atom 42 (O): -0.66, atom 43 (C): -0.82, atom 44 (N): 0.16, atom 45 (C): -0.59, atom 46 (C): -0.81, atom 47 (N): 0.57, atom 48 (C): -0.56, atom 49 (H): 0.31, atom 50 (H): 0.35, atom 51 (H): 0.29, atom 52 (H): 0.42, atom 53 (H): 0.62, atom 54 (H): 0.57, atom 55 (F): -0.31, atom 56 (C): 0.20, atom 57 (C): -0.07, atom 58 (N): 0.18, atom 59 (C): -0.80, atom 60 (C): 0.57, atom 61 (O): -0.63, atom 62 (O): -0.63, atom 63 (C): 0.50, atom 64 (O): -0.65, atom 65 (N): -0.07, atom 66 (C): 0.25, atom 67 (O): -0.62, atom 68 (H): 0.60, atom 69 (H): 0.43, atom 70 (H): 0.21, atom 71 (H): 0.23

# 3
ORCA calculation (ωB97M-V/def2-TZVPD) on a structure of composition C24H30Cl2F5N7OSe3SiY.

Geometry (Å):
Y (-0.41510, -0.44092, 0.39350)
Se (-3.90619, -2.46823, 1.65549)
Se (-3.63416, -0.54992, 0.37092)
C (-3.09778, -1.46873, -1.23135)
C (-4.04134, -1.74728, -2.20232)
C (-3.61791, -2.37015, -3.36785)
C (-2.27532, -2.66746, -3.50972)
C (-1.40601, -2.34587, -2.47943)
N (-1.80550, -1.76602, -1.34329)
C (-2.62200, -2.05487, 3.02351)
C (-2.89376, -2.64298, 4.25501)
C (-2.05472, -2.38258, 5.31907)
C (-0.99749, -1.50783, 5.12261)
C (-0.80433, -0.97657, 3.86386)
N (-1.57634, -1.26183, 2.80112)
H (-5.07599, -1.47478, -2.05058)
H (-4.32689, -2.60743, -4.14967)
H (-1.89177, -3.13810, -4.40340)
H (-0.34268, -2.53294, -2.56136)
H (-3.76778, -3.26834, 4.37605)
H (-2.24197, -2.82608, 6.28753)
H (-0.32923, -1.23270, 5.92575)
H (0.00503, -0.29147, 3.67561)
C (4.46725, 1.24233, 3.14132)
N (3.62938, 0.22529, 2.52177)
C (4.22905, -1.05490, 2.16112)
C (2.30851, 0.40958, 2.29827)
N (1.49729, -0.51153, 1.89226)
N (1.85648, 1.70287, 2.54058)
C (0.62712, 2.24766, 2.21096)
N (0.57362, 3.59652, 2.41546)
N (-0.35920, 1.53590, 1.80555)
H (4.66822, 2.07993, 2.46632)
H (5.42156, 0.79451, 3.39822)
H (4.03243, 1.61239, 4.07255)
H (5.30859, -0.94076, 2.15659)
H (3.91759, -1.35414, 1.15916)
H (3.96724, -1.83982, 2.87637)
H (1.99118, -1.38513, 1.74991)
H (2.55667, 2.36688, 2.81862)
H (1.42683, 4.13056, 2.40478)
H (-0.21787, 4.07962, 2.02260)
H (-1.15151, 2.12499, 1.56636)
C (-1.07479, 1.72721, -3.62830)
Si (-1.68257, 2.14785, -1.91362)
C (-1.05168, 3.82517, -1.36491)
C (-3.55655, 2.19409, -1.94992)
O (-1.18074, 1.01964, -0.84872)
H (-1.44990, 2.44694, -4.36009)
H (-1.43961, 0.74043, -3.92667)
H (0.01330, 1.71525, -3.69892)
H (-1.31752, 4.61546, -2.06957)
H (0.03744, 3.81720, -1.27212)
H (-1.47701, 4.10651, -0.39635)
H (-3.91783, 2.96761, -2.63142)
H (-3.98865, 2.39967, -0.96770)
H (-3.96108, 1.24363, -2.30827)
Cl (-1.75202, -5.21588, -0.57059)
C (-0.13878, -4.64100, -0.18966)
Cl (-0.16986, -3.50315, 1.19345)
H (0.29397, -4.10997, -1.03084)
H (0.47063, -5.48354, 0.11509)
F (3.16900, 3.13955, -4.46316)
C (2.83658, 2.06936, -3.74939)
C (2.46591, 2.20523, -2.42131)
F (2.44722, 3.41460, -1.85012)
C (2.11352, 1.08385, -1.70148)
F (1.73241, 1.26658, -0.41105)
C (2.13310, -0.19715, -2.22913)
Se (1.76622, -1.72425, -1.15122)
C (2.49519, -0.29871, -3.56560)
F (2.52527, -1.49042, -4.16396)
C (2.84236, 0.80980, -4.32394)
F (3.18525, 0.66877, -5.60032)

Atomic forces in eV per Å
Y -0.1 -0.2 0.1
Se 0.1 0.1 0.0
Se -0.1 -0.1 0.0
C -0.1 0.0 -0.1
C 0.0 0.0 0.0
C 0.0 0.0 0.0
C 0.0 0.0 0.0
C 0.0 0.0 0.0
N 0.0 0.0 -0.1
C 0.0 -0.1 0.0
C 0.0 0.0 0.0
C 0.0 0.0 0.0
C 0.0 0.0 0.0
C 0.0 0.0 0.0
N 0.0 0.0 0.0
H 0.0 0.0 0.0
H 0.0 0.0 0.0
H 0.0 0.0 0.0
H 0.0 0.0 0.0
H 0.0 0.0 0.0
H 0.0 0.0 0.0
H 0.0 0.0 0.0
H 0.0 0.0 0.0
C 0.0 0.0 0.0
N 0.0 0.0 0.0
C 0.0 0.0 0.0
C 0.0 0.0 0.0
N 0.1 0.0 0.0
N 0.0 0.0 0.0
C 0.0 0.0 0.0
N 0.0 0.0 0.0
N 0.0 0.1 0.0
H 0.0 0.0 0.0
H 0.0 0.0 0.0
H 0.0 0.0 0.0
H 0.0 0.0 0.0
H 0.0 0.0 0.0
H 0.0 0.0 0.0
H 0.0 0.0 0.0
H 0.0 0.0 0.0
H 0.0 0.0 0.0
H 0.0 0.0 0.0
H 0.0 0.0 0.0
C -0.1 0.1 -0.1
Si 0.0 0.0 0.1
C 0.1 0.0 0.0
C 0.0 0.0 0.0
O 0.1 0.0 -0.1
H 0.0 0.0 0.0
H 0.0 0.0 0.0
H 0.0 0.0 0.0
H 0.0 0.0 0.0
H 0.0 0.0 0.0
H 0.0 0.0 0.0
H 0.0 0.0 0.0
H 0.0 0.0 0.0
H 0.0 0.0 0.0
Cl 0.0 0.0 -0.1
C 0.0 0.0 0.1
Cl 0.0 0.0 0.1
H -0.1 0.0 0.0
H 0.0 0.0 0.0
F 0.0 0.0 0.0
C 0.0 0.0 0.0
C 0.0 0.0 0.0
F 0.0 0.0 0.0
C 0.0 0.0 0.0
F 0.1 0.0 0.0
C 0.0 0.0 0.0
Se -0.1 0.1 0.0
C 0.0 0.0 0.0
F 0.0 0.0 0.0
C 0.0 0.0 0.0
F 0.0 0.0 0.0

Properties
maximum force = 0.26 eV/A
E_HOMO = -10.048 eV
E_tot = -10343.00511 Ha
total charge = +1
ΔE to the lowest compared entry with this formula, charge and spin = 21.1 kJ/mol

Let us look at the Mulliken charges, expressed in e, one per atom: atom 1 (Y): -0.71, atom 2 (Se): 0.05, atom 3 (Se): 0.15, atom 4 (C): 0.04, atom 5 (C): -0.86, atom 6 (C): -0.45, atom 7 (C): -1.12, atom 8 (C): -0.52, atom 9 (N): 0.76, atom 10 (C): 0.39, atom 11 (C): -0.93, atom 12 (C): -0.41, atom 13 (C): -1.12, atom 14 (C): 0.06, atom 15 (N): 0.38, atom 16 (H): 0.56, atom 17 (H): 0.46, atom 18 (H): 0.52, atom 19 (H): 0.46, atom 20 (H): 0.39, atom 21 (H): 0.44, atom 22 (H): 0.45, atom 23 (H): 0.15, atom 24 (C): -1.19, atom 25 (N): 0.19, atom 26 (C): -1.12, atom 27 (C): 0.45, atom 28 (N): -0.07, atom 29 (N): -0.02, atom 30 (C): 0.48, atom 31 (N): -0.55, atom 32 (N): 0.01, atom 33 (H): 0.37, atom 34 (H): 0.35, atom 35 (H): 0.42, atom 36 (H): 0.37, atom 37 (H): 0.39, atom 38 (H): 0.31, atom 39 (H): 0.09, atom 40 (H): 0.21, atom 41 (H): 0.20, atom 42 (H): 0.22, atom 43 (H): 0.09, atom 44 (C): -0.69, atom 45 (Si): 0.38, atom 46 (C): -0.93, atom 47 (C): -1.19, atom 48 (O): 0.76, atom 49 (H): 0.47, atom 50 (H): 0.21, atom 51 (H): -0.01, atom 52 (H): 0.42, atom 53 (H): 0.20, atom 54 (H): 0.21, atom 55 (H): 0.43, atom 56 (H): 0.29, atom 57 (H): 0.24, atom 58 (Cl): -0.12, atom 59 (C): -0.15, atom 60 (Cl): 0.06, atom 61 (H): -0.10, atom 62 (H): 0.47, atom 63 (F): -0.32, atom 64 (C): 0.75, atom 65 (C): -0.46, atom 66 (F): -0.40, atom 67 (C): -0.24, atom 68 (F): 0.36, atom 69 (C): 0.54, atom 70 (Se): -0.38, atom 71 (C): 0.28, atom 72 (F): -0.37, atom 73 (C): 0.28, atom 74 (F): -0.31